The following is a quantum chemistry calculation of a molecular structure, C12H24Cl2N2SYb, from the Open Molecules 2025 dataset.

Maximum force ... 3.27 eV/Å
M ... 472.4 u
Frontier orbital gap (spin up / spin down) ... 2.8 / 5.2 eV
Spin multiplicity ... 2
Energy relative to the best compared isomer or geometry (same formula, charge and spin) ... 99.14 kcal per mole
E_tot ... -3058.30055 a.u.
Net charge ... -1
HOMO (spin up / spin down) ... -0.33 / -2.74 eV

The geometry in XYZ format:
```
42
Properties=species:S:1:pos:R:3:forces:R:3
Yb -0.066981 -1.905578 -1.838609 0.821 -1.105 0.618
Cl -2.011169 -0.517081 -1.755482 -1.786 1.260 -0.078
Cl -0.123919 -4.301508 -0.339031 1.586 -0.538 0.964
C -1.264446 -3.991230 -1.573154 -1.101 1.110 -1.264
H -0.924725 -3.894014 -2.626261 -0.209 -1.244 0.573
H -2.262612 -4.224022 -1.263572 -0.253 -0.206 -0.441
C 2.160202 0.095490 -1.277081 1.792 0.065 2.736
C 1.547366 -0.034211 -2.401399 -1.705 0.475 -2.269
H 2.285680 -0.794215 -0.672907 1.184 -0.483 0.083
C 0.662887 1.034214 -2.940207 0.716 1.108 -0.210
H 1.591905 -0.951328 -2.972381 -0.004 -1.076 -0.331
C 1.499294 2.340139 -2.930163 -0.089 -0.169 -0.855
H 0.225265 0.746119 -3.924673 0.350 0.467 0.577
H -0.135106 1.097353 -2.196774 -0.223 0.261 -0.413
C 2.262707 2.593517 -1.603002 -0.018 0.554 -0.089
H 2.201033 2.251428 -3.766670 0.299 -0.213 0.225
H 0.938522 3.231573 -3.242867 -0.274 -0.136 0.500
C 2.589301 1.396996 -0.702126 -0.055 0.436 1.758
H 3.221292 3.038009 -1.864651 0.011 0.263 -0.122
H 1.738189 3.353103 -1.016517 -0.100 -0.105 -0.065
H 3.650656 1.473806 -0.352265 -0.045 -0.750 -1.233
H 2.254738 1.520199 0.352337 -1.056 0.052 -0.667
C -0.413840 1.219545 4.525456 0.055 -0.031 -0.165
N -1.461056 0.275826 4.173808 -0.293 0.247 0.000
C -2.727412 0.464131 4.895852 0.256 -0.099 0.198
C -1.500996 -0.282696 2.916938 0.090 -0.303 -0.802
S -0.623912 0.210173 1.559961 -0.025 0.236 1.111
N -2.359767 -1.342507 2.818608 0.547 0.263 0.474
C -2.478098 -2.244333 3.964408 -0.325 -0.105 -0.161
C -2.594849 -1.922778 1.507594 -0.129 -0.086 -0.294
H -0.573134 1.529320 5.562248 0.086 -0.076 -0.142
H -0.434385 2.096737 3.872480 0.063 0.019 0.031
H 0.567488 0.746445 4.443573 -0.109 0.088 -0.071
H -3.585501 0.341166 4.227532 0.209 0.010 0.097
H -2.816505 -0.245750 5.730119 -0.089 0.126 -0.141
H -2.740659 1.471386 5.325687 -0.080 -0.108 -0.189
H -2.474772 -3.272757 3.593178 0.070 0.123 0.081
H -1.647145 -2.111119 4.667572 -0.191 0.010 -0.210
H -3.425247 -2.077182 4.490796 0.125 -0.149 0.068
H -2.886955 -1.148419 0.788746 0.061 -0.276 0.193
H -1.695804 -2.414048 1.113110 -0.157 0.020 0.059
H -3.389998 -2.662258 1.620596 -0.006 0.070 -0.130
```
Forces are in eV/Å.



The following is a quantum chemistry calculation of a molecular structure, C12H24ClNiO7, from the Open Molecules 2025 dataset.

Maximum force ... 3.67 eV/Å
M ... 374.5 u
Frontier orbital gap (spin up / spin down) ... 4.6 / 3.3 eV
Spin multiplicity ... 3
Energy relative to the best compared isomer or geometry (same formula, charge and spin) ... 0.00 kcal per mole
E_tot ... -2966.44982 a.u.
Net charge ... +1
HOMO (spin up / spin down) ... -11.32 / -11.30 eV

The geometry in XYZ format:
```
45
Properties=species:S:1:pos:R:3:forces:R:3
Ni -3.217489 -1.516030 -3.321776 1.024 2.442 2.543
Cl -1.417795 -0.865691 -1.890672 -1.710 -1.029 -1.734
C -3.308540 2.605296 0.600374 0.378 1.161 1.317
C -3.546943 1.680529 -0.546308 1.205 1.428 -0.336
O -4.919155 1.692061 -0.968088 -0.757 -1.697 -1.629
C -5.213047 0.966070 -2.071438 0.656 0.698 2.478
O -4.452102 0.135016 -2.575916 0.640 -1.092 -1.065
O -6.415023 1.246147 -2.426767 -1.127 0.084 -0.406
C -6.981851 0.859224 -3.675680 -0.195 0.404 -1.775
H -3.698673 3.623529 0.529812 -0.540 -0.235 -0.626
H -2.238960 2.825925 0.628065 0.192 -0.486 0.044
H -3.571434 2.298698 1.613486 -0.169 -0.560 -0.231
H -3.092636 0.710522 -0.356069 -0.611 -0.233 -0.168
H -3.020291 2.182180 -1.363058 0.228 -0.556 -0.215
H -7.482080 1.720148 -4.120347 0.168 0.353 0.509
H -7.773715 0.112226 -3.682055 0.386 -0.383 0.962
H -6.232105 0.603817 -4.424110 0.256 -0.277 0.349
C 6.036170 -3.271858 1.529157 -0.666 0.483 -0.254
C 4.760732 -3.000116 2.324883 0.786 -0.191 1.691
O 3.587838 -3.528506 1.735264 -0.767 0.099 -1.242
C 3.053030 -2.851457 0.700141 0.344 0.729 0.162
O 3.268972 -1.711220 0.368127 0.317 -0.286 0.298
O 2.189742 -3.639496 0.087833 0.116 -1.397 0.097
C 1.395816 -3.168199 -0.961838 -1.473 0.452 -0.566
H 6.881004 -3.477806 2.183278 -0.043 0.166 0.056
H 6.255351 -2.420583 0.885714 0.190 -0.181 -0.145
H 5.860595 -4.163988 0.927841 0.114 0.025 -0.085
H 4.592229 -1.984011 2.686028 0.150 0.262 -0.710
H 4.850762 -3.543580 3.268110 -0.226 -0.282 -0.135
H 0.757949 -2.346776 -0.629629 0.210 0.155 0.064
H 0.714917 -3.974313 -1.236978 0.127 -0.215 0.327
H 1.847931 -2.880722 -1.912075 0.869 0.110 0.437
C 2.247654 1.268470 0.720360 -0.661 -1.299 2.135
C 2.359186 2.370405 1.790489 1.036 0.246 -0.424
C 0.955195 2.435425 2.331663 -0.253 -0.528 -0.190
O 0.173830 2.400681 1.120623 0.031 -0.528 0.053
C 0.912880 1.633758 0.145270 0.480 1.644 -1.220
H 2.101171 0.307862 1.223644 0.475 -0.011 0.224
H 3.095332 1.121822 0.057142 -0.208 0.398 -0.254
H 2.568446 3.314828 1.280442 0.029 0.105 0.048
H 3.191612 2.202386 2.473091 -0.294 -0.101 0.299
H 0.650363 3.297988 2.921783 0.255 0.238 -0.275
H 0.724637 1.555032 2.941546 0.040 -0.116 0.007
H 1.266145 2.320958 -0.633342 -1.102 0.166 -0.529
H 0.282341 0.853367 -0.278035 0.101 -0.166 0.114
```
Forces are in eV/Å.